No. 1
Here is 2 unconnected molecules or ions with the total composition C5H15NOS in a non-equilibrium geometry from OMol25. Energies are from the ωB97M-V functional and the def2-TZVPD basis.

```
23
Properties=species:S:1:pos:R:3:forces:R:3
C 2.021276 1.410428 -0.532894 1.220 -1.072 -2.153
N 0.787238 0.940274 0.016697 1.430 -0.841 0.704
C -0.211908 1.948868 -0.214863 -1.233 -4.148 -1.759
C 1.036857 0.524584 1.431847 0.320 2.519 -0.168
C -0.131201 0.013981 2.271844 1.283 -3.268 -0.671
C -1.013568 -0.995080 1.524053 -1.904 0.651 0.104
S -0.209641 -2.103721 0.403080 0.505 -0.536 -1.049
H 1.847147 1.451178 -1.664322 0.623 -0.061 1.325
H 2.862438 0.665307 -0.329720 -0.969 1.145 -0.279
H 2.312593 2.438215 -0.255117 0.062 -0.195 0.413
H -1.075278 1.235666 -0.321808 -0.459 1.923 0.603
H -0.060479 2.376697 -1.187018 0.099 0.241 -0.522
H -0.177568 2.685905 0.487800 -0.638 2.164 2.232
H 1.432971 1.472957 1.899021 -0.041 -0.799 0.228
H 1.885651 -0.194197 1.401554 -0.887 0.309 0.072
H -0.804939 0.603188 2.833176 -0.227 1.575 0.296
H 0.344362 -0.683333 3.016376 -0.116 0.997 -0.267
H -1.895713 -0.544268 0.973615 1.021 -0.222 0.729
H -1.449419 -1.618192 2.328455 -0.045 0.028 -0.664
H -0.001206 -1.224672 -0.633120 -0.054 -0.410 0.801
O -1.773827 0.204106 -4.239173 -0.892 -0.674 -1.115
H -1.246830 0.000204 -3.472971 0.171 -0.450 0.319
H -2.148245 -0.636589 -4.608613 0.731 1.122 0.819
```
Forces are in eV/Å.

The structure (SMILES) is CN(C)CCCS.O. The calculation puts the energy at -19799.382 eV. For the LUMO energy, the calculation gives 0.6 eV.


No. 2
Here is 2 unconnected molecules or ions with the total composition C5H15NOS in a non-equilibrium geometry from OMol25. Energies are from the ωB97M-V functional and the def2-TZVPD basis.

```
23
Properties=species:S:1:pos:R:3:forces:R:3
C -1.230932 1.706026 0.706561 -0.129 -0.674 -1.077
N -0.318642 0.591812 0.399984 1.139 0.710 1.515
C -0.268882 -0.426216 1.487671 0.102 -0.011 -1.579
C 1.094018 1.035808 0.183869 -0.408 -1.500 -0.175
C 1.914140 -0.090533 -0.572959 -0.980 0.875 2.254
C 1.134283 -1.079258 -1.376525 0.250 0.336 -2.723
S 0.439751 -0.452998 -3.000071 0.861 -0.151 0.260
H -2.107504 1.252449 1.153487 -0.310 0.161 0.238
H -1.537377 2.006486 -0.301120 -0.140 0.793 0.379
H -0.907504 2.564912 1.331730 0.265 -0.552 -0.264
H 0.178034 -1.312284 1.015140 0.234 0.165 0.674
H -1.246295 -0.777137 1.803971 -0.155 0.445 0.239
H 0.277716 -0.093548 2.360182 0.327 0.064 0.371
H 1.553547 1.091619 1.171081 0.282 0.428 0.188
H 1.253146 2.009747 -0.282339 -0.800 -0.105 -0.231
H 2.297794 -0.665033 0.281961 0.601 -0.063 -0.434
H 2.697800 0.469575 -1.055016 0.495 -0.508 -0.578
H 0.225307 -1.448118 -0.937461 0.147 -0.372 0.611
H 1.800507 -1.856594 -1.781871 -0.299 -0.093 0.721
H -0.563310 0.121600 -2.390321 -0.864 0.518 0.231
O -2.207220 -1.297215 -0.377278 -0.403 -0.939 0.303
H -2.317866 -1.078759 0.565720 -0.040 -0.147 -0.851
H -2.160519 -2.272347 -0.386404 -0.174 0.621 -0.071
```
Forces are in eV/Å.

The structure (SMILES) is CN(C)CCCS.O. The calculation puts the energy at -19799.575 eV. For the LUMO energy, the calculation gives 0.7 eV.


No. 3
Here is 3 unconnected molecules or ions with the total composition C5H16BClN2O6Si in a non-equilibrium geometry from OMol25. Energies are from the ωB97M-V functional and the def2-TZVPD basis.

```
32
Properties=species:S:1:pos:R:3:forces:R:3
C 0.849866 0.034144 0.540949 -0.956 1.203 0.142
C 0.092336 1.385688 0.811932 1.829 -0.036 0.120
O -0.720461 1.787289 -0.297404 -1.591 -0.678 0.559
Si -2.340476 1.281029 -0.169604 0.731 1.522 -0.803
Cl -3.539978 2.747819 0.814397 0.648 -0.649 -0.417
B -2.605495 -0.407662 0.801731 -0.130 -1.839 1.388
C -2.810677 -0.343925 2.400628 -0.368 -0.020 -0.680
O -2.658580 -1.662293 0.144390 0.474 1.233 1.334
H 1.085879 -0.416950 1.518341 0.223 0.086 -0.513
H 0.173967 -0.646622 -0.017274 0.490 0.294 0.202
H 1.751067 0.289725 -0.054581 -0.660 -0.664 0.440
H -0.425749 1.390097 1.790328 -0.160 -0.082 -0.583
H 0.892094 2.152354 0.898876 -0.554 -0.275 0.078
H -2.849024 1.174733 -1.548162 0.016 0.274 -0.076
H -2.260978 0.518239 2.825731 -0.284 -0.427 -0.123
H -3.887475 -0.146153 2.611153 0.556 -0.121 -0.038
H -2.520199 -1.278142 2.912442 -0.147 0.372 -0.226
H -1.904068 -1.757133 -0.440747 -0.228 0.014 -0.791
C 0.862008 -4.222279 0.162142 -0.015 -0.184 0.242
N 1.354459 -3.000667 -0.523482 0.115 -0.205 0.216
O 2.189711 -2.338656 0.043980 0.289 -0.069 -0.028
O 0.876742 -2.750208 -1.609449 -0.202 0.116 -0.227
H 1.372997 -4.315001 1.114548 0.018 0.077 -0.059
H -0.209817 -4.108176 0.306186 0.010 -0.053 -0.109
H 1.083158 -5.069622 -0.481397 -0.118 0.052 -0.046
C 1.805069 2.772714 -2.493315 -0.230 0.142 -0.199
N 2.950803 2.875640 -1.554384 -0.169 0.115 -0.244
O 3.631848 3.872898 -1.602761 0.185 0.171 0.059
O 3.121163 1.944606 -0.798783 0.140 -0.156 0.208
H 1.775153 3.669867 -3.102489 0.087 -0.010 0.064
H 1.965298 1.890492 -3.107866 -0.052 -0.049 0.121
H 0.899361 2.676155 -1.896057 0.051 -0.154 -0.011
```
Forces are in eV/Å.

The structure (SMILES) is CCO[Si@H](Cl)B(C)O.C[N+](=O)[O-].C[N+](=O)[O-]. The calculation puts the energy at -41783.270 eV. For the LUMO energy, the calculation gives 0.0 eV.


No. 4
Here is a molecular structure, C5H16BrPTa from OMol25. Energies are from the ωB97M-V functional and the def2-TZVPD basis.

```
24
Properties=species:S:1:pos:R:3:forces:R:3
C -2.165455 -0.382853 -2.691343 -0.157 -0.045 -0.077
C -0.989612 -0.397756 -1.737832 0.291 0.026 -0.016
Br -1.324248 -1.821319 -0.404136 -0.032 -0.104 0.174
C -0.718466 0.927785 -1.049053 0.130 0.531 -0.204
Ta 1.391918 1.327762 -0.255463 -0.045 0.315 0.324
P 1.350573 0.076346 1.961367 0.024 -0.176 -0.586
C -0.278816 0.157235 2.822222 -0.091 0.222 0.012
C 1.758823 -1.727125 2.010909 0.070 -0.074 -0.015
H -2.382815 -1.378099 -3.084967 0.006 0.039 -0.011
H -3.057704 -0.000606 -2.189381 0.032 -0.032 -0.009
H -1.936474 0.281074 -3.530128 0.027 0.010 0.052
H -0.094633 -0.777203 -2.227789 -0.045 0.041 -0.088
H -1.450872 1.080081 -0.243560 0.074 -0.055 0.015
H -0.943192 1.701822 -1.795298 -0.042 -0.015 0.076
H 0.627349 2.823074 0.578196 -0.094 -0.147 0.327
H 3.087099 2.084140 -0.172139 -0.331 0.178 -0.373
H 2.011614 -0.272434 -1.001735 0.048 -0.116 0.249
H 1.490313 2.046918 -1.950163 0.175 -0.516 -0.010
H -0.187480 0.348614 3.893507 -0.002 -0.049 -0.012
H -0.823789 -0.773905 2.660283 -0.025 0.030 -0.019
H -0.853494 0.968117 2.369161 -0.018 -0.024 0.126
H 0.931958 -2.272081 2.469690 0.020 -0.033 -0.025
H 2.667521 -1.933685 2.578361 -0.021 0.015 0.018
H 1.889882 -2.085902 0.989290 0.008 -0.018 0.071
```
Forces are in eV/Å.

Its charge is -1. The calculation puts the energy at -86323.425 eV. For the LUMO energy, the calculation gives 3.1 eV.


No. 5
Here is a molecular structure, C5H16CdN2O2P in a non-equilibrium geometry from OMol25. Energies are from the ωB97M-V functional and the def2-TZVPD basis.

```
27
Properties=species:S:1:pos:R:3:forces:R:3
N 3.427146 -0.658732 0.657947 -0.019 0.030 -0.133
C 2.613388 -0.179214 -0.452367 0.439 0.078 0.526
C 1.686064 0.922123 0.034499 0.081 -0.259 -0.717
C 0.240538 0.742474 -0.475150 -0.530 0.170 -0.476
C -0.658398 0.807118 0.691819 1.697 0.329 0.574
P -2.565478 0.901582 0.143966 -1.186 1.714 -0.254
C -2.623352 -0.984405 -0.538003 0.165 -2.247 -0.102
O -1.591928 -1.754087 -0.127757 0.693 0.872 -1.157
N -1.955169 -2.548862 1.036734 -0.858 -0.744 1.197
O -1.107512 -3.255277 1.322489 0.263 0.057 -0.074
H 2.833309 -1.032855 1.385480 0.012 -0.071 0.132
H 4.045655 -1.405613 0.369248 0.053 -0.077 0.005
H 2.070628 -0.962606 -0.964991 -0.197 -0.295 -0.308
H 3.321841 0.271611 -1.195990 -1.094 -0.271 0.409
H 1.752948 0.997347 1.107019 0.023 0.006 0.502
H 2.042274 1.846834 -0.378256 0.092 0.680 0.117
H 0.123217 -0.163332 -1.044259 0.010 -0.430 -0.155
H -0.009997 1.562432 -1.128593 0.036 0.290 -0.422
H -0.448933 1.725996 1.208185 -0.392 0.562 0.333
H -0.526380 0.022468 1.419656 -0.723 -0.713 0.141
H -2.163158 1.337748 -1.184957 0.086 -0.103 0.041
H -3.969553 1.056683 -0.260278 0.105 -0.214 0.142
H -3.006514 0.494236 1.457065 0.108 -0.188 0.031
H -2.572675 2.316280 0.530009 0.123 -0.200 0.044
H -2.654671 -0.923103 -1.609172 0.379 0.658 -0.547
H -3.552735 -1.381815 -0.167994 -0.554 0.280 0.615
Cd 5.249444 0.244967 -1.836351 1.192 0.086 -0.464
```
Forces are in eV/Å.

Its charge is +1. The calculation puts the energy at -26354.794 eV. For the LUMO energy, the calculation gives -8.0 eV.


No. 6
Here is 2 unconnected molecules or ions with the total composition C5H16ClN2Si in a non-equilibrium geometry from OMol25. Energies are from the ωB97M-V functional and the def2-TZVPD basis.

```
25
Properties=species:S:1:pos:R:3:forces:R:3
C 0.664643 -2.265384 0.635839 0.686 1.492 0.412
C 1.929271 -2.578409 -1.555138 -0.966 0.045 -0.806
C -2.359696 2.332079 0.298157 0.176 1.817 -0.447
C -0.981179 1.413297 2.261662 -0.446 -0.147 1.002
C -0.368845 0.928792 -0.003006 -1.556 1.006 1.565
N 1.499643 -1.704011 -0.423928 4.111 2.598 1.239
N -1.139056 1.646979 0.810649 0.997 -2.861 -1.336
Si -0.077569 1.207489 -1.854719 2.931 1.820 1.123
Cl 1.990591 0.870010 -1.539505 -0.519 0.082 -1.030
H 0.658639 -1.443573 1.507301 -0.437 -1.832 -1.771
H -0.333113 -2.390030 0.131952 0.683 -0.496 1.227
H 1.180358 -3.127564 1.073338 -0.957 -0.388 0.091
H 2.402627 -2.092318 -2.501006 -1.242 -0.067 1.862
H 2.659908 -3.300751 -1.285227 0.784 -0.743 0.630
H 1.041376 -3.204230 -1.865481 0.714 0.881 0.121
H -2.370139 3.454496 0.569676 -0.097 -2.019 -0.131
H -2.457750 2.258510 -0.794635 0.895 0.172 0.118
H -3.276456 1.792294 0.538511 0.236 0.113 1.078
H -1.267099 2.298676 2.800886 -0.542 0.322 0.106
H -1.480174 0.521823 2.692089 -0.516 0.573 -0.845
H 0.025390 1.241557 2.592923 0.895 0.120 -0.749
H 0.299891 0.145474 0.424015 -0.403 0.961 -0.037
H 2.488742 -1.198483 0.140792 -3.729 -2.266 -2.511
H 0.314278 2.678037 -2.009179 -1.495 -0.682 -0.251
H -1.044283 0.515241 -2.645968 -0.202 -0.501 -0.660
```
Forces are in eV/Å.

Its charge is +1. The calculation puts the energy at -28815.426 eV. For the LUMO energy, the calculation gives -4.9 eV.


Q: Which formula does entry 6 have?
A: C5H16ClN2Si


Q: Look up the energy of the fourth one.
A: -86323.425 eV